A structure of composition C16H20BrN3O3ReS, computed with wB97M-V/def2-TZVPD.

The geometry in XYZ format:
```
45
Properties=species:S:1:pos:R:3:forces:R:3
Re -0.0205 0.6031 -0.0740 1.65 2.35 -1.78
Br -0.2423 -7.8946 -1.4556 0.10 0.58 0.09
S 0.1066 2.7033 -1.2214 -0.21 -2.01 0.84
O 0.2293 -1.0002 -1.4577 -0.31 2.33 0.01
O 2.0255 0.9948 0.0977 -1.16 -1.09 0.55
O 0.1281 -1.4176 0.6518 -0.06 0.97 0.57
N 2.5771 2.0447 -0.4803 -0.07 0.97 -0.66
N -0.2584 1.6897 1.8486 0.25 -0.44 -0.23
N -2.1286 0.2426 -0.5384 0.23 -0.29 -0.39
C 1.8209 2.9587 -1.1409 0.06 0.00 -0.12
C -3.1966 0.3996 0.4764 -0.39 0.21 0.41
C 0.2451 -1.8657 -0.5271 -0.09 -2.35 0.44
C 3.9105 2.1876 -0.3851 0.51 -0.18 0.14
C -0.1740 -3.7943 -2.0323 0.11 0.25 0.21
C -0.0052 -6.0282 -1.1931 -0.07 -0.24 -0.10
C 0.2635 -3.3088 -0.7937 0.01 0.19 -0.01
C 2.4352 4.0614 -1.7363 0.12 -0.14 0.13
C 3.8070 4.2075 -1.6635 -0.09 -0.18 0.14
C -2.6482 1.7663 2.5705 0.21 -0.01 -0.27
C -0.3262 -5.1490 -2.2289 0.10 -0.28 0.20
C -1.2789 1.1193 2.7649 -0.71 -0.29 0.57
C 0.4762 -5.5597 0.0305 -0.07 -0.18 -0.25
C 4.5515 3.2570 -0.9637 -0.32 -0.02 -0.05
C 0.6012 -4.2025 0.2299 -0.12 0.25 -0.11
C -3.1363 1.7888 1.1209 -0.05 -0.21 0.18
H -2.4970 2.4325 0.5099 -0.06 0.14 -0.05
H -4.1686 0.2508 -0.0038 0.20 -0.09 0.02
H -0.4461 2.6940 1.7618 0.17 -0.29 -0.22
H 0.9612 -3.8187 1.1714 0.00 -0.01 0.14
H 1.8172 4.7899 -2.2391 -0.05 -0.02 -0.09
H -0.4119 -3.1012 -2.8235 -0.06 0.07 -0.12
H -2.3568 0.8722 -1.3156 0.05 -0.27 0.16
H -3.3678 1.2181 3.1794 0.04 0.00 0.08
H 0.7307 -6.2610 0.8094 0.04 -0.03 0.06
H -4.1267 2.2385 1.1163 0.00 0.07 -0.09
H 0.6512 1.6123 2.3163 -0.11 0.06 -0.24
H -2.6311 2.7899 2.9508 0.03 0.00 0.07
H -0.9701 1.2711 3.8030 0.09 -0.07 -0.16
H 4.3000 5.0401 -2.1410 -0.01 0.10 0.00
H -1.3138 0.0422 2.5851 0.02 0.02 0.08
H -0.6947 -5.5325 -3.1668 0.00 -0.03 -0.08
H 5.6215 3.3432 -0.8629 0.07 -0.05 -0.01
H -2.2113 -0.7026 -0.9307 0.07 0.23 0.04
H -3.0678 -0.3849 1.2258 -0.04 0.00 -0.12
H 4.4198 1.4021 0.1555 -0.07 0.00 0.02
```
Forces are in eV/Å.

Results
DFT total energy = -4061.6247 Ha
charge = +2
molar mass = 600.5 g/mol
spin multiplicity = 2
strongest force on any atom = 0.066 hartree/bohr
HOMO-LUMO gap (alpha / beta) = 4.343 / 5.317 eV